1.
C42H39Co2NO5P as an isolated structure at a distorted geometry, computed with ωB97M-V with the def2-TZVPD basis set.

Calculated values
ΔE to the lowest compared entry with this formula, charge and spin ... 0.0 kJ/mol
Maximum force ... 3.01 eV Å⁻¹
Lowest unoccupied orbital energy ... 2.579 eV
Highest occupied orbital energy ... -2.874 eV
HOMO-LUMO gap ... 5.45 eV
Charge ... -1

```
90
Properties=species:S:1:pos:R:3:forces:R:3
C -5.5725 -0.9720 -4.6508 0.06 0.01 0.07
C -4.8696 0.1701 -3.9280 0.14 -0.08 0.08
C -3.4041 0.2986 -4.3391 0.00 -0.08 -0.25
N -2.6815 -0.9692 -4.3045 -1.64 -0.13 0.85
C -1.3263 -0.9211 -4.3236 2.27 1.07 -0.38
C -0.5315 0.1887 -4.4481 -1.45 -0.87 -0.19
C 0.9166 -0.1213 -4.4564 0.65 -0.62 0.06
C 0.9682 -1.6518 -4.1445 0.25 0.35 0.23
C -0.4770 -2.1793 -4.1989 -0.07 -0.04 -0.13
C -3.3449 -2.1693 -4.8126 0.22 0.16 -0.26
C -4.8167 -2.2758 -4.4293 0.11 0.00 0.15
H -6.5951 -1.0719 -4.2769 -0.01 0.02 -0.13
H -5.6263 -0.7518 -5.7243 -0.01 -0.02 0.05
H -5.3669 1.1209 -4.1415 0.03 -0.04 0.07
H -4.9227 0.0082 -2.8440 -0.01 -0.02 -0.12
H -3.3543 0.7406 -5.3524 0.05 -0.03 0.06
H -2.9184 1.0104 -3.6564 0.06 -0.30 -0.20
H -0.9028 1.2039 -4.5648 0.05 -0.20 0.00
H 1.3780 0.0684 -5.4376 -0.13 0.13 0.12
H 1.4915 0.4581 -3.7223 -0.14 -0.09 -0.08
H 1.6138 -2.1725 -4.8594 -0.07 0.01 0.19
H 1.3763 -1.8054 -3.1377 -0.04 0.00 -0.26
H -0.7153 -2.7614 -3.2946 -0.09 0.18 -0.22
H -0.6115 -2.8522 -5.0617 -0.09 0.17 0.19
H -3.2634 -2.2008 -5.9167 -0.04 0.00 0.07
H -2.8182 -3.0536 -4.4322 -0.06 0.27 -0.11
H -4.8895 -2.5719 -3.3752 -0.02 0.10 -0.08
H -5.2604 -3.0791 -5.0247 0.01 -0.01 0.08
O -2.0626 4.0578 0.2341 0.82 -0.46 0.84
C -1.2744 3.3852 0.7492 -1.89 0.71 -1.91
Co -0.0587 2.3115 1.3480 2.47 0.22 0.56
C 1.4020 3.2791 1.1533 1.45 1.55 0.15
O 2.3237 3.9811 1.0995 -1.12 -1.07 0.01
C -0.3298 2.5957 3.0755 0.14 -1.01 1.92
O -0.4541 2.8256 4.2026 -0.07 0.21 -1.17
C -0.5174 0.5668 0.7836 -1.94 -0.82 -2.15
C 0.1227 1.2021 -0.2911 -1.57 0.03 -0.38
C 0.0185 1.6163 -1.5995 -0.26 -0.34 0.84
C 0.8006 2.7170 -2.1330 0.05 0.05 -0.22
C 0.2066 3.7195 -2.9410 0.33 -0.31 0.31
C 0.9509 4.8206 -3.3475 0.27 -0.08 -0.03
C 2.3092 4.9187 -3.0159 -0.01 -0.05 0.07
C 2.9140 3.9070 -2.2616 -0.16 0.11 -0.05
C 2.1680 2.8260 -1.8149 -0.15 0.00 -0.22
Co 1.1893 -0.1364 0.7939 1.58 1.28 1.91
C 2.8879 0.2699 0.6172 2.37 -0.46 -0.62
O 4.0346 0.4572 0.5171 -1.76 0.02 0.21
C 1.0536 -1.7151 0.0894 -0.44 -0.96 -1.50
O 1.0111 -2.7883 -0.3616 0.10 1.07 0.80
P 1.2327 -0.6974 2.9169 -0.26 0.14 -0.01
C 2.1488 0.3586 4.1024 0.16 -0.07 0.45
C 2.2498 0.0207 5.4639 0.29 0.50 -0.06
C 2.9368 0.8658 6.3430 -0.11 -0.15 -0.24
C 3.5536 2.0268 5.8625 -0.09 -0.07 -0.09
C 3.4892 2.3437 4.5050 -0.03 -0.16 0.16
C 2.7871 1.5108 3.6341 0.05 0.02 -0.07
C -0.4466 -0.8739 3.6215 -0.15 -0.03 0.33
C -0.8584 -0.2283 4.7935 -0.27 -0.35 -0.21
C -2.1973 -0.2825 5.1889 -0.02 -0.09 -0.18
C -3.1280 -0.9904 4.4233 0.12 0.07 0.10
C -2.7142 -1.6854 3.2833 0.39 0.04 0.04
C -1.3756 -1.6315 2.8854 -0.25 0.17 0.22
C 1.9634 -2.3439 3.2431 0.18 -0.19 0.42
C 1.2296 -3.4250 3.7548 0.37 -0.08 -0.25
C 1.7956 -4.7032 3.7812 0.19 0.21 -0.05
C 3.1096 -4.8955 3.3470 -0.12 0.07 0.00
C 3.8733 -3.8058 2.9147 -0.23 0.21 0.14
C 3.3082 -2.5284 2.8799 -0.14 -0.46 -0.05
H -1.4710 0.0543 0.7967 -0.14 0.18 0.11
H -0.7992 1.2104 -2.1983 0.14 0.13 0.10
H -0.8524 3.6279 -3.1920 0.26 0.09 0.07
H 0.4801 5.6147 -3.9287 0.09 -0.19 0.11
H 2.8975 5.7801 -3.3384 -0.20 -0.23 0.06
H 3.9726 3.9587 -2.0088 -0.20 0.08 -0.08
H 2.6222 2.0188 -1.2337 -0.11 0.39 -0.23
H 1.7750 -0.8896 5.8347 0.17 0.21 -0.09
H 2.9827 0.6129 7.4038 0.04 0.09 -0.28
H 4.0846 2.6862 6.5501 -0.12 -0.18 -0.15
H 3.9782 3.2378 4.1121 -0.15 -0.26 0.16
H 2.7306 1.7689 2.5717 -0.03 -0.19 0.59
H -0.1342 0.3026 5.4066 -0.29 0.05 -0.24
H -2.5047 0.2485 6.0922 0.01 -0.17 -0.28
H -4.1786 -1.0002 4.7169 0.26 -0.03 -0.06
H -3.4239 -2.2643 2.6891 0.15 0.19 0.21
H -1.0552 -2.1723 1.9896 -0.07 0.29 0.26
H 0.2158 -3.2749 4.1237 0.22 -0.05 -0.20
H 1.1957 -5.5440 4.1337 0.23 0.19 -0.06
H 3.5406 -5.8969 3.3482 -0.09 0.24 0.00
H 4.9063 -3.9455 2.5924 -0.27 0.00 0.12
H 3.9086 -1.6746 2.5552 -0.22 -0.25 -0.02
```
Forces are in eV/Å.



2.
C42H39F3IrN5O3SSb as an isolated structure at a distorted geometry, computed with ωB97M-V with the def2-TZVPD basis set.

Calculated values
ΔE to the lowest compared entry with this formula, charge and spin ... 137.1 kJ/mol
Maximum force ... 1.23 eV Å⁻¹
⟨S²⟩ ... 8.8179
Spin multiplicity ... 6
Lowest unoccupied orbital energy (alpha / beta) ... -5.817 / -9.193 eV
Highest occupied orbital energy (alpha / beta) ... -12.254 / -13.372 eV
HOMO-LUMO gap (alpha / beta) ... 6.44 / 4.18 eV
Charge ... +2

```
95
Properties=species:S:1:pos:R:3:forces:R:3
Ir 0.3576 -0.8958 0.4500 -0.28 1.19 -0.15
C -3.6530 -2.7327 5.5963 0.09 0.05 -0.12
C -3.2244 -2.1097 4.2957 -0.06 -0.08 0.20
C -3.7944 -2.4981 3.0833 -0.06 -0.05 -0.01
C -3.3621 -1.9515 1.9012 -0.04 0.01 -0.10
C -2.3222 -0.9929 1.8569 -0.03 0.16 -0.45
N -1.8722 -0.4992 0.6513 -0.24 -0.18 0.02
C -2.8146 -0.3437 -0.3642 0.17 -0.06 0.25
C -4.0752 0.1980 -0.0596 0.01 0.09 0.14
C -5.0540 0.3723 -1.0138 -0.08 0.08 0.05
C -4.8163 0.0310 -2.3417 -0.24 0.04 -0.14
C -5.8683 0.2212 -3.4070 0.16 0.06 0.09
C -3.5628 -0.4745 -2.6601 0.08 0.00 -0.29
C -2.5771 -0.6757 -1.7093 0.44 -0.28 -0.27
N -1.3941 -1.3640 -2.1605 -0.40 0.13 0.39
C -1.3545 -2.3328 -3.1055 -0.16 0.06 0.06
C -0.0468 -2.7137 -3.2706 0.13 0.00 -0.07
C 0.6606 -1.9268 -2.3631 0.17 0.03 -0.13
N -0.1496 -1.1005 -1.6928 0.12 -0.37 -0.19
C -1.7217 -0.6373 3.0863 0.44 0.13 0.00
C -2.1847 -1.1777 4.2648 0.10 0.03 0.18
N -0.6196 0.2811 3.1607 -0.13 -0.13 -0.05
C -0.3391 1.0950 4.2071 -0.27 -0.04 -0.11
C 0.9578 1.5175 4.0870 0.22 0.06 -0.02
C 1.4273 0.8989 2.9231 0.19 -0.02 0.09
N 0.4791 0.1635 2.3576 -0.20 -0.18 0.01
H -4.6524 -3.1603 5.5260 0.04 0.04 -0.02
H -3.6338 -2.0088 6.4110 -0.01 0.00 -0.03
H -2.9653 -3.5403 5.8641 -0.02 0.03 -0.03
H -4.5693 -3.2570 3.0733 0.06 0.07 -0.01
H -3.7752 -2.2980 0.9623 0.00 0.04 0.05
H -4.2583 0.5021 0.9643 -0.01 -0.03 -0.05
H -6.0141 0.7907 -0.7292 0.09 -0.04 0.00
H -6.8691 0.2009 -2.9783 0.03 -0.02 0.00
H -5.8036 -0.5501 -4.1750 0.01 0.01 0.05
H -5.7443 1.1887 -3.9025 0.01 -0.05 0.05
H -3.3499 -0.7214 -3.6959 -0.02 -0.02 0.11
H -2.2541 -2.6954 -3.5800 0.08 0.08 0.09
H 0.3377 -3.4699 -3.9382 -0.05 0.10 0.12
H 1.7201 -1.9402 -2.1444 -0.10 -0.01 0.04
H -1.6983 -0.9065 5.1956 -0.02 -0.05 -0.07
H -1.0924 1.3301 4.9463 0.11 -0.10 -0.10
H 1.4963 2.1817 4.7452 -0.07 -0.09 -0.09
H 2.4146 0.9432 2.4844 -0.21 0.03 0.06
C 4.6676 -0.8479 1.1058 0.10 0.13 -0.22
C 5.3059 -0.4308 -0.2031 -0.06 -0.03 0.19
C 6.6240 -0.7676 -0.4904 0.16 -0.07 -0.02
C 7.2173 -0.4208 -1.6993 0.03 -0.07 0.14
C 6.4989 0.2723 -2.6599 0.00 0.02 -0.07
C 5.1853 0.6265 -2.3955 -0.01 -0.05 0.20
C 4.6017 0.2957 -1.1683 0.01 0.11 -0.36
Sb 2.6095 0.8630 -0.7741 -0.52 -0.05 0.25
C 2.9252 2.5105 0.5300 0.03 0.13 0.04
C 4.2015 2.7257 1.0538 -0.15 0.12 0.07
C 4.4191 3.7442 1.9744 0.02 -0.03 0.00
C 3.3594 4.5583 2.3553 0.06 0.00 0.01
C 2.0963 4.3597 1.8136 -0.07 0.03 0.01
C 1.8488 3.3328 0.9040 0.05 0.02 -0.06
C 0.4582 3.1635 0.3318 0.24 0.28 -0.09
C 2.2521 2.0280 -2.6000 0.60 0.85 0.24
C 1.4055 1.5064 -3.5229 -0.47 0.38 -0.96
C 1.0466 2.2410 -4.7081 0.16 -0.09 0.38
C 1.5488 3.5491 -4.9627 -0.54 -0.74 -0.29
C 2.4121 4.0866 -4.0815 0.54 -0.21 1.03
C 2.8338 3.3443 -2.8935 -0.57 -0.16 -0.72
C 3.8742 3.9587 -2.0732 0.29 0.18 0.05
H 5.3652 -1.4150 1.7203 -0.01 0.02 -0.03
H 3.7910 -1.4762 0.9400 0.08 0.01 0.00
H 4.3519 0.0202 1.6957 0.07 0.00 -0.04
H 7.1948 -1.3218 0.2480 -0.03 0.04 -0.08
H 8.2448 -0.7030 -1.8934 -0.04 0.01 0.03
H 6.9556 0.5344 -3.6070 -0.03 -0.03 0.06
H 4.6213 1.1580 -3.1565 0.04 -0.04 0.05
H 5.0378 2.1139 0.7287 -0.05 -0.01 0.06
H 5.4103 3.9013 2.3876 -0.11 -0.01 -0.05
H 3.5190 5.3552 3.0732 -0.01 -0.05 -0.07
H 1.2789 5.0138 2.1057 0.09 -0.07 -0.01
H -0.2683 3.7679 0.8748 0.06 0.00 -0.01
H 0.1236 2.1319 0.3729 -0.07 -0.27 0.01
H 0.4203 3.4791 -0.7199 0.00 -0.04 0.11
H 0.9641 0.5299 -3.3665 -0.06 0.02 -0.08
H 0.3583 1.7896 -5.4167 0.07 0.04 0.08
H 1.2604 4.0923 -5.8553 -0.04 -0.14 0.05
H 2.8422 5.0645 -4.2694 0.02 -0.07 0.16
H 4.4261 4.7106 -2.6406 -0.06 -0.02 0.10
H 4.5615 3.2174 -1.6652 -0.05 0.02 0.10
H 3.4008 4.4653 -1.2109 0.08 -0.11 -0.09
F 2.1269 -5.2687 0.3084 -0.05 -0.11 0.03
C 1.3366 -5.0830 1.3623 -0.02 0.20 -0.19
F 0.2821 -5.8777 1.2778 -0.01 -0.19 0.03
F 2.0070 -5.3270 2.4720 0.11 -0.14 0.10
S 0.7577 -3.3457 1.3815 0.07 -0.22 -0.01
O 1.9725 -2.5476 1.0711 -0.36 -0.25 0.07
O 0.1830 -3.1019 2.6758 0.07 -0.11 -0.16
O -0.1921 -3.2413 0.2454 0.32 0.06 0.45
```
Forces are in eV/Å.



Number 1: M 786.62 g/mol, electronic energy -140455.91612 eV. Number 2: M 1064.84 g/mol, electronic energy -86125.29317 eV.